# C31H35AuN2O3S

C31H35AuN2O3S as an isolated structure at a distorted geometry (ωB97M-V with the def2-TZVPD basis set, the Open Molecules 2025 dataset).

CARTESIAN COORDINATES (ANGSTROEM)
Au1 1.182 2.041 -0.434
C1 3.005 2.085 1.918
O1 3.024 1.862 0.530
H1 2.264 1.463 2.446
H2 2.810 3.136 2.183
H3 3.986 1.823 2.343
C2 -0.581 1.763 0.359
C3 -1.638 1.608 1.035
C4 -2.776 1.463 1.698
C5 -3.793 0.565 1.104
C6 -5.147 0.900 1.121
C7 -6.074 0.097 0.473
C8 -5.659 -1.057 -0.180
C9 -4.311 -1.403 -0.188
C10 -3.380 -0.590 0.435
C11 -3.000 2.171 2.971
C12 -3.977 1.740 3.871
C13 -4.139 2.378 5.090
C14 -3.327 3.453 5.424
C15 -2.345 3.886 4.538
C16 -2.177 3.245 3.326
H4 -5.471 1.810 1.612
H5 -7.119 0.378 0.465
H6 -6.383 -1.685 -0.683
H7 -3.984 -2.305 -0.691
H8 -2.324 -0.849 0.422
H9 -4.588 0.880 3.629
H10 -4.887 2.026 5.788
H11 -3.450 3.947 6.379
H12 -1.704 4.717 4.802
H13 -1.410 3.566 2.631
C17 1.495 4.059 -3.139
O2 1.286 2.680 -2.862
H14 1.424 4.260 -4.212
H15 2.495 4.319 -2.801
H16 0.772 4.690 -2.614
O3 2.397 -1.225 1.976
S1 3.161 -1.107 0.700
C18 4.490 -2.338 0.787
C19 5.598 -2.208 -0.037
C20 6.603 -3.167 0.020
C21 6.493 -4.236 0.901
C22 5.386 -4.341 1.739
C23 4.378 -3.389 1.684
C24 2.234 -2.109 -0.503
C25 1.111 -2.781 -0.059
C26 0.403 -3.584 -0.947
C27 0.820 -3.700 -2.267
C28 1.936 -2.996 -2.710
C29 2.645 -2.192 -1.829
H17 5.681 -1.360 -0.710
H18 7.474 -3.077 -0.618
H19 7.281 -4.978 0.950
H20 5.311 -5.169 2.435
H21 3.507 -3.438 2.329
H22 0.814 -2.666 0.978
H23 -0.476 -4.121 -0.609
H24 0.276 -4.338 -2.955
H25 2.255 -3.078 -3.742
H26 3.517 -1.642 -2.168
N1 -1.088 2.096 -4.240
C30 -1.163 0.622 -4.110
C31 -1.426 0.220 -2.651
N2 -0.746 -0.976 -2.170
H27 -0.995 2.369 -5.209
H28 0.432 2.423 -3.282
H29 -1.935 2.522 -3.883
H30 -0.202 0.214 -4.422
H31 -1.932 0.192 -4.757
H32 -2.499 0.063 -2.503
H33 -1.125 1.042 -1.997
H34 0.263 -0.873 -2.192
H35 -0.980 -1.797 -2.714

Output
Highest occupied orbital energy ... -7.02 eV
E ... -56359.2407 eV
Maximum force ... 2.07 eV/Å
Net charge ... 0
Energy relative to the best compared isomer or geometry (same formula, charge and spin) ... 1.6115 eV
LUMO ... -1.7 eV

=====

# CH7NO2P

An isolated ion of composition CH7NO2P and charge +1 at a distorted geometry (ωB97M-V with the def2-TZVPD basis set, the Open Molecules 2025 dataset).

CARTESIAN COORDINATES (ANGSTROEM)
N1 1.449 -0.462 -0.271
C1 0.233 0.482 -0.433
O1 0.673 1.689 -0.035
O2 -0.824 -0.170 0.393
P1 -2.403 0.174 -0.245
H1 2.253 -0.073 -0.705
H2 1.374 -0.887 0.674
H3 1.507 -1.387 -0.731
H4 0.073 0.723 -1.550
H5 0.904 1.801 0.886
H6 -2.935 0.499 0.971
H7 -2.886 -1.195 -0.016

Output
Highest occupied orbital energy ... -14.16 eV
E ... -16016.0284 eV
SMILES ... [NH3+][C@H](O)OP
Maximum force ... 3.97 eV/Å
Net charge ... +1
Energy relative to the best compared isomer or geometry (same formula, charge and spin) ... 2.0961 eV
LUMO ... -3.9 eV

=====

# C4H7NO

One molecule with the formula C4H7NO at a distorted geometry (ωB97M-V with the def2-TZVPD basis set, the Open Molecules 2025 dataset).

CARTESIAN COORDINATES (ANGSTROEM)
C1 -1.978 0.037 0.464
N1 -0.760 0.798 0.295
C2 -0.234 0.395 -0.783
C3 1.065 -0.289 -0.622
C4 2.039 0.180 0.355
O1 1.180 -0.885 0.683
H1 -1.620 -0.978 0.726
H2 -2.655 -0.063 -0.400
H3 -2.433 0.478 1.325
H4 -0.818 0.231 -1.701
H5 1.308 -0.993 -1.411
H6 3.080 -0.089 0.218
H7 1.818 1.126 0.848

Output
Highest occupied orbital energy ... -8.74 eV
E ... -7795.3595 eV
SMILES ... C/N=C/[C@H]1CO1
Maximum force ... 1.12 eV/Å
Net charge ... 0
Energy relative to the best compared isomer or geometry (same formula, charge and spin) ... 4.2849 eV
LUMO ... 0.5 eV

=====

# C37H26ClF4NO18

A 5-piece molecular cluster, C37H26ClF4NO18 overall at a distorted geometry (ωB97M-V with the def2-TZVPD basis set, the Open Molecules 2025 dataset).

CARTESIAN COORDINATES (ANGSTROEM)
C1 1.552 -3.143 2.237
C2 0.897 -2.027 1.306
Cl1 -0.083 -2.958 0.033
C3 -0.035 -1.137 2.230
C4 -0.348 0.273 1.654
C5 -1.724 0.748 1.483
C6 -3.015 -0.027 1.876
F1 -4.008 0.953 2.087
F2 -2.928 -0.724 3.063
C7 -3.603 -0.910 0.688
F3 -2.897 -2.060 0.482
F4 -3.590 -0.078 -0.438
C8 -1.933 2.087 0.886
C9 -0.816 2.950 0.467
C10 0.550 2.501 0.672
C11 0.727 1.167 1.265
C12 2.265 1.031 1.339
O1 2.992 0.172 1.770
N1 2.867 2.239 0.809
C13 1.912 3.166 0.335
O2 2.051 4.213 -0.241
H1 2.657 -2.970 2.262
H2 1.086 -3.093 3.253
H3 1.356 -4.153 1.784
H4 1.641 -1.443 0.721
H5 -0.928 -1.757 2.470
H6 0.543 -0.998 3.189
H7 -4.693 -1.085 0.911
H8 -2.946 2.510 0.692
H9 -1.013 3.944 -0.004
H10 3.708 2.092 0.243
O3 -4.551 -8.041 2.658
C14 -3.757 -7.121 2.730
C15 -3.038 -6.794 3.961
C16 -2.189 -5.763 3.996
O4 -1.514 -5.444 5.117
C17 -1.945 -4.911 2.792
O5 -1.176 -3.969 2.872
C18 -2.645 -5.252 1.556
C19 -3.492 -6.285 1.520
O6 -4.147 -6.620 0.392
H11 -3.225 -7.416 4.826
H12 -0.972 -4.666 4.883
H13 -2.446 -4.638 0.688
H14 -4.694 -7.394 0.628
O7 3.969 3.113 -2.473
C20 3.481 3.146 -3.589
C21 3.923 2.263 -4.667
C22 3.373 2.343 -5.879
O8 3.767 1.536 -6.887
C23 2.295 3.330 -6.184
O9 1.834 3.380 -7.311
C24 1.833 4.198 -5.103
C25 2.381 4.118 -3.885
O10 1.970 4.905 -2.876
H15 4.703 1.556 -4.437
H16 3.221 1.792 -7.655
H17 1.039 4.896 -5.333
H18 2.521 4.658 -2.104
O11 -7.180 2.784 4.383
C26 -7.773 1.780 4.036
C27 -7.180 0.780 3.149
C28 -7.876 -0.299 2.781
O12 -7.348 -1.235 1.965
C29 -9.275 -0.524 3.253
O13 -9.879 -1.512 2.878
C30 -9.861 0.463 4.159
C31 -9.163 1.542 4.531
O14 -9.680 2.463 5.365
H19 -6.168 0.953 2.811
H20 -8.048 -1.907 1.851
H21 -10.868 0.280 4.508
H22 -8.982 3.137 5.474
O15 6.527 2.728 -4.861
C32 7.680 2.433 -4.599
C33 8.334 2.837 -3.357
C34 9.607 2.503 -3.121
O16 10.230 2.862 -1.984
C35 10.402 1.714 -4.110
O17 11.564 1.448 -3.864
C36 9.740 1.289 -5.343
C37 8.466 1.620 -5.576
O18 7.834 1.238 -6.702
H23 7.747 3.410 -2.651
H24 11.135 2.503 -2.058
H25 10.321 0.704 -6.042
H26 6.929 1.602 -6.633

Output
Highest occupied orbital energy ... -9.47 eV
E ... -100525.8314 eV
SMILES ... C[C@@H](Cl)Cc1c(C(F)(F)C(F)F)ccc2c1C(=O)NC2=O.O=C1C=C(O)C(=O)C=C1O.O=C1C=C(O)C(=O)C=C1O.O=C1C=C(O)C(=O)C=C1O.O=C1C=C(O)C(=O)C=C1O
Maximum force ... 3.30 eV/Å
Net charge ... 0
LUMO ... -1.7 eV

=====

# H41O21

H41O21 as an isolated structure at a distorted geometry (ωB97M-V with the def2-TZVPD basis set, the Open Molecules 2025 dataset).

CARTESIAN COORDINATES (ANGSTROEM)
O1 -2.334 0.120 3.993
H1 -1.932 0.916 4.379
H2 -1.635 0.102 3.317
O2 0.031 -0.490 -1.222
H3 -0.059 0.700 -1.223
H4 -0.910 -0.661 -1.030
O3 3.204 1.822 -1.735
H5 3.027 1.123 -1.106
H6 2.453 1.758 -2.349
O4 4.690 -0.983 1.183
H7 5.110 -0.124 1.089
H8 4.937 -1.399 0.345
O5 0.073 -3.448 -0.702
H9 -0.659 -3.139 -0.150
H10 0.298 -4.354 -0.480
O6 -3.551 -1.922 -1.615
H11 -3.865 -2.744 -1.219
H12 -3.970 -1.151 -1.220
O7 2.353 -1.606 -1.825
H13 1.963 -1.339 -2.656
H14 1.579 -1.755 -1.259
O8 0.782 1.101 -3.502
H15 -0.139 0.820 -3.627
H16 1.149 0.246 -3.258
O9 -3.685 -0.961 1.051
H17 -2.908 -0.338 0.934
H18 -4.288 -0.539 1.673
O10 -0.853 2.318 4.132
H19 -1.531 2.869 4.532
H20 -0.264 2.710 3.481
O11 0.112 4.437 -1.065
H21 0.232 0.348 1.051
H22 -0.238 3.558 -0.746
O12 1.445 4.566 2.371
H23 1.057 4.862 1.533
H24 2.201 4.072 2.027
O13 -0.181 -0.922 -5.269
H25 0.280 -1.750 -5.085
H26 -1.063 -1.314 -5.317
O14 2.426 3.076 0.423
H27 2.900 2.635 -0.318
H28 1.510 3.050 0.118
O15 -1.270 -4.581 1.738
H29 -1.383 -3.610 1.689
H30 -0.328 -4.702 1.571
O16 0.153 0.376 2.024
H31 1.088 0.398 2.265
O17 -1.294 -2.373 -3.439
H32 -2.195 -2.366 -3.094
H33 -0.810 -2.121 -2.631
O18 -2.442 1.270 0.654
H34 -2.289 1.519 1.582
H35 -1.481 1.388 0.312
O19 2.118 -1.375 2.161
H36 2.096 -1.929 2.938
H37 2.854 -1.246 1.545
O20 -1.253 -1.911 1.745
H38 -0.445 -1.385 1.701
H39 -1.986 -1.312 1.950
O21 -0.522 1.885 -0.950
H40 -1.106 1.652 -1.683
H41 0.749 4.155 -1.732

Output
Highest occupied orbital energy ... -6.75 eV
E ... -43665.7151 eV
Maximum force ... 1.94 eV/Å
Net charge ... -1
Energy relative to the best compared isomer or geometry (same formula, charge and spin) ... 2.6581 eV
LUMO ... 2.2 eV

=====

# C4H5NO2

One molecule with the formula C4H5NO2 (ωB97M-V with the def2-TZVPD basis set, the Open Molecules 2025 dataset).

CARTESIAN COORDINATES (ANGSTROEM)
O1 2.969 -0.436 -0.555
C1 1.786 -0.652 -0.541
C2 0.915 -0.082 0.579
O2 1.340 0.265 1.644
N1 -0.484 0.060 0.243
C3 -0.811 0.087 -1.099
C4 -1.331 0.535 1.136
H1 1.289 -1.313 -1.271
H2 -0.788 -0.830 -1.677
H3 -1.528 0.852 -1.362
H4 -0.977 1.082 1.998
H5 -2.381 0.432 0.906

Output
Highest occupied orbital energy (spin up / spin down) ... -8.59 / -8.04 eV
E ... -9810.3257 eV
Maximum force ... 0.88 eV/Å
Net charge ... 0
Energy relative to the best compared isomer or geometry (same formula, charge and spin) ... 3.9891 eV
LUMO (spin up / spin down) ... -0.8 / -0.6 eV

=====

# C18H29Br12ClO3PS

C18H29Br12ClO3PS as an isolated structure (ωB97M-V with the def2-TZVPD basis set, the Open Molecules 2025 dataset).

CARTESIAN COORDINATES (ANGSTROEM)
C1 -3.592 -2.270 1.635
C2 -2.174 -1.760 1.658
C3 -1.186 -2.377 2.420
C4 0.118 -1.910 2.358
C5 0.453 -0.831 1.561
C6 -0.520 -0.171 0.800
C7 -0.273 1.025 -0.099
P1 1.481 1.651 -0.578
C8 1.388 3.202 0.585
C9 2.752 3.610 1.142
C10 3.170 2.845 2.416
S1 4.725 2.008 2.362
O1 5.761 3.010 2.402
O2 4.728 0.935 3.306
O3 4.773 1.313 0.944
C11 1.749 0.088 -1.697
C12 3.195 -0.348 -1.749
C13 3.536 -1.543 -0.847
Cl1 3.696 -0.761 -3.488
C14 -1.822 -0.671 0.877
H1 -3.690 -3.187 2.221
H2 -4.294 -1.522 2.014
H3 -3.873 -2.491 0.602
H4 -1.428 -3.229 3.048
H5 0.900 -2.390 2.939
H6 1.481 -0.503 1.531
H7 -0.831 1.871 0.324
H8 -0.765 0.811 -1.057
H9 2.157 0.967 0.532
H10 2.817 2.155 -1.037
H11 0.842 2.397 -1.691
H12 0.738 2.972 1.440
H13 0.956 4.050 0.042
H14 3.506 3.474 0.358
H15 2.758 4.677 1.383
H16 3.272 3.529 3.261
H17 2.440 2.075 2.680
H18 4.798 1.978 0.238
H19 1.143 -0.754 -1.349
H20 1.392 0.372 -2.690
H21 3.854 0.488 -1.516
H22 3.998 -2.350 -1.419
H23 2.630 -1.942 -0.390
H24 4.236 -1.245 -0.064
H25 -2.601 -0.194 0.286
C15 -6.904 -2.718 -1.462
Br1 -6.385 -4.558 -1.246
Br2 -8.025 -2.122 -0.020
Br3 -5.384 -1.568 -1.693
H26 -7.486 -2.651 -2.368
C16 -2.714 -4.200 -2.454
Br4 -2.636 -3.963 -4.363
Br5 -2.666 -6.065 -1.974
Br6 -1.368 -3.190 -1.543
H27 -3.675 -3.826 -2.132
C17 -10.252 -1.908 -4.740
Br7 -10.125 -1.782 -6.652
Br8 -10.227 -3.735 -4.141
Br9 -8.881 -0.885 -3.867
H28 -11.203 -1.485 -4.451
C18 7.822 5.063 3.008
Br10 9.231 3.801 3.317
Br11 6.947 5.561 4.644
Br12 8.452 6.613 2.050
H29 7.084 4.565 2.392

Output
Highest occupied orbital energy ... -4.41 eV
E ... -898433.0773 eV
Maximum force ... 0.51 eV/Å
Net charge ... -1
LUMO ... 0.9 eV

=====

# C3H8O

A 3-piece molecular cluster, C3H8O overall (ωB97M-V with the def2-TZVPD basis set, the Open Molecules 2025 dataset).

CARTESIAN COORDINATES (ANGSTROEM)
H1 -0.073 1.738 1.588
H2 -0.529 1.916 2.150
C1 1.680 0.378 -0.077
C2 0.942 0.108 -1.148
H3 2.423 1.173 -0.072
H4 1.574 -0.200 0.839
H5 0.214 -0.700 -1.131
H6 1.047 0.671 -2.073
C3 -1.815 -0.564 0.786
O1 -1.174 -1.576 0.653
H7 -1.690 0.302 0.109
H8 -2.561 -0.447 1.597

Output
Highest occupied orbital energy ... -10.10 eV
E ... -5285.5288 eV
SMILES ... [H][H].C=C.C=O
Maximum force ... 0.58 eV/Å
Net charge ... 0
Energy relative to the best compared isomer or geometry (same formula, charge and spin) ... 2.6217 eV
LUMO ... 0.8 eV